1.
Here is 2 unconnected molecules or ions with the total composition C7H15N4 in a non-equilibrium geometry from the Open Molecules 2025 dataset. Energies are from ωB97M-V/def2-TZVPD.

Structure (XYZ):
```
26
Properties=species:S:1:pos:R:3:forces:R:3
N 0.20775 1.85735 -2.56673 0.17 -2.23 -1.36
N 0.38722 -0.40393 -2.33369 0.03 0.58 0.45
N 0.29865 0.90560 -0.41840 0.24 -2.19 0.12
N 0.52303 -1.52505 0.92557 0.07 -0.16 -0.01
C 0.23267 2.19389 1.64195 0.04 0.07 -0.10
C 0.29767 0.79657 -1.77500 -0.03 0.27 -0.41
C -0.96281 -3.50341 1.34272 0.01 0.15 -0.24
C 0.10584 3.04895 -2.02208 -0.21 2.64 0.10
C 0.07882 3.23928 -0.64075 -0.01 0.69 -1.59
C -0.49633 -2.43508 0.36110 -0.17 -0.08 0.24
C 0.18667 2.12200 0.16311 -0.13 -0.37 2.42
H 0.41585 0.01366 0.16756 0.00 0.48 -0.32
H 0.28321 -1.35600 1.89887 0.08 0.04 0.02
H -1.67312 -4.17133 0.86157 -0.08 -0.05 0.02
H -0.00932 4.22056 -0.20835 -0.03 0.18 0.07
H 0.40632 -0.46307 -3.33940 -0.02 0.08 -0.12
H -1.35189 -1.82112 0.05799 0.07 -0.11 -0.09
H -1.45514 -3.03800 2.19693 0.00 -0.04 0.05
H 1.42813 -1.98932 0.94259 -0.07 0.05 0.08
H 0.48710 -1.23665 -1.77921 -0.03 -0.11 0.07
H -0.07968 -2.91369 -0.53020 -0.03 0.06 0.00
H -0.12501 -4.09847 1.69767 0.08 -0.06 0.05
H 0.04831 3.87832 -2.71215 -0.04 0.09 0.14
H -0.51110 2.89547 2.01438 -0.07 0.02 0.10
H 1.20790 2.56352 1.95862 0.16 0.00 0.22
H 0.06926 1.21996 2.09532 -0.04 0.00 0.07
```
Forces are in eV/Å.

Summary:
- 2S+1: 3
- Total charge: +1
- Gap between HOMO and LUMO (spin up / spin down): 0.24358 / 0.24282 Ha

Results of the Löwdin charge analysis, in e, for atoms 1 through 5: 0.14, 0.29, 0.15, -0.03, 0.00

---

2.
Here is a molecular structure, CHClN5O2S in a non-equilibrium geometry from the Open Molecules 2025 dataset. Energies are from ωB97M-V/def2-TZVPD.

Structure (XYZ):
```
11
Properties=species:S:1:pos:R:3:forces:R:3
Cl 2.81978 0.41159 -0.13548 0.83 -0.75 -0.30
S 0.97871 1.49685 0.01281 1.22 -1.27 4.02
O 1.18811 1.79060 1.42827 -0.94 -0.23 -1.34
O 1.19533 2.38857 -1.02028 1.03 2.15 -2.91
N 0.13955 0.02307 -0.39631 1.34 1.31 -0.47
N -0.96078 1.92574 -0.02651 -2.29 -3.15 -0.53
N -2.99892 1.34173 -0.06491 -2.56 0.78 0.79
N -2.36023 0.20497 -0.23195 1.03 -1.32 -1.12
N -2.25529 2.35443 0.11452 1.49 0.72 -0.22
C -1.11335 0.58520 -0.29886 -0.65 2.06 1.87
H 0.52393 -0.70068 0.19182 -0.50 -0.30 0.20
```
Forces are in eV/Å.

Summary:
- Total charge: -1
- Gap between HOMO and LUMO: 0.33890 Ha

Results of the Löwdin charge analysis, in e, for atoms 1 through 5: 0.21, 0.33, -0.41, -0.35, -0.07

---

3.
Here is C4H10O2 in the gas phase from the Open Molecules 2025 dataset. Energies are from ωB97M-V/def2-TZVPD.

Structure (XYZ):
```
16
Properties=species:S:1:pos:R:3:forces:R:3
O -0.94454 -1.87096 0.76737 0.09 -0.18 -0.16
O 0.70884 0.19312 1.49985 -0.02 -0.22 0.16
C 0.16513 0.22442 0.18908 -0.11 0.08 -0.29
C -1.14165 -0.57996 0.20687 -0.11 0.26 -0.06
C -0.11185 1.68828 -0.13790 -0.03 0.05 -0.03
C 1.15687 -0.38745 -0.80678 0.03 -0.03 -0.03
H 1.27323 -1.46557 -0.63822 0.04 0.15 0.01
H 0.53508 -0.70060 1.83282 0.09 0.13 0.05
H -0.23103 1.85139 -1.21270 -0.02 -0.06 0.11
H -1.85431 -0.08267 0.87126 0.09 -0.02 -0.10
H -1.58326 -0.63624 -0.79905 0.09 -0.01 0.14
H -0.48122 -2.41845 0.12139 -0.10 0.04 0.12
H 2.14290 0.06711 -0.67997 -0.13 0.00 -0.02
H 0.82832 -0.23659 -1.84183 0.03 -0.03 0.16
H -1.01716 2.03751 0.36784 0.11 -0.04 0.00
H 0.72158 2.30220 0.21312 -0.04 -0.10 -0.07
```
Forces are in eV/Å.

Summary:
- Total charge: 0
- Structure (SMILES): CC(C)(O)CO
- Gap between HOMO and LUMO: 0.39784 Ha

Results of the Löwdin charge analysis, in e, for atoms 1 through 5: -0.06, -0.02, -0.63, -0.20, -0.03

---

4.
Here is C3H6N4O in the gas phase in a non-equilibrium geometry from the Open Molecules 2025 dataset. Energies are from ωB97M-V/def2-TZVPD.

Structure (XYZ):
```
14
Properties=species:S:1:pos:R:3:forces:R:3
O -0.96106 -0.97882 1.57781 -1.57 -2.58 4.86
N -0.12711 1.05393 1.26759 2.59 0.37 -0.92
N -0.51541 -0.77908 -0.41712 1.58 -1.47 -2.45
N 0.44412 -0.86238 -1.53977 -2.11 6.91 0.55
N -1.30340 -2.25766 1.03225 -0.28 1.50 -2.47
C -1.11945 -2.01169 -0.24829 1.52 1.48 4.41
C -0.31070 -0.14397 0.85079 -1.13 2.08 -2.41
C 0.65164 2.07521 0.40530 -0.26 0.57 2.03
H -0.14817 2.55574 -0.17400 0.77 -0.67 -1.41
H 1.34126 -1.11304 -1.17466 0.73 -0.14 0.63
H 0.44311 0.36597 -1.56352 1.05 -4.60 -1.10
H -1.05508 -2.69540 -1.01501 -0.50 -1.45 -1.49
H 0.98236 3.07882 0.90870 -0.71 -2.15 0.49
H 1.67789 1.71237 0.08993 -1.67 0.15 -0.72
```
Forces are in eV/Å.

Summary:
- Total charge: 0
- Structure (SMILES): C/N=c1/oncn1N
- Gap between HOMO and LUMO: 0.34483 Ha

Results of the Löwdin charge analysis, in e, for atoms 1 through 5: 0.00, 0.06, -0.11, 0.07, 0.14

---

Table of energy above the lowest of the compared OMol25 structures with the same formula, charge and spin (kcal/mol), in record order: 0.6; 0.0; 10.9; 144.8